1.
{"formula": "C45H47F9IN2O3PS", "method": "ωB97M-V with the def2-TZVPD basis set", "elements": ["C", "C", "C", "F", "C", "C", "S", "O", "O", "C", "F", "F", "C", "F", "F", "C", "F", "F", "F", "C", "C", "C", "C", "C", "C", "C", "I", "C", "N", "C", "P", "O", "C", "C", "C", "F", "N", "C", "H", "H", "H", "H", "H", "H", "H", "H", "H", "H", "H", "H", "H", "H", "H", "H", "H", "H", "H", "H", "H", "H", "H", "C", "C", "C", "C", "C", "C", "H", "H", "H", "H", "H", "H", "C", "C", "C", "C", "C", "C", "H", "H", "H", "H", "H", "H", "C", "C", "C", "C", "C", "C", "H", "H", "H", "H", "H", "H", "C", "C", "C", "C", "C", "C", "H", "H", "H", "H", "H", "H"], "coordinates": [[2.5281, -2.9467, 1.6636], [1.0261, -2.7634, 1.8694], [0.2007, -2.6147, 0.5810], [-0.9506, -1.8920, 0.8773], [0.9390, -1.9244, -0.5546], [1.2993, -2.5405, -1.7434], [0.9115, -4.2810, -1.9301], [1.2841, -4.9523, -0.7168], [1.4392, -4.8853, -3.1156], [-0.9713, -4.3450, -2.0729], [-1.4044, -5.1439, -1.0962], [-1.4630, -3.1142, -1.8994], [-1.4470, -4.9092, -3.4224], [-1.0624, -6.1688, -3.5635], [-0.9018, -4.1513, -4.3886], [-3.0281, -4.8344, -3.5928], [-3.4780, -6.0436, -3.9247], [-3.6485, -4.4606, -2.4870], [-3.3377, -4.0134, -4.5855], [1.9440, -1.8163, -2.8051], [2.2641, -2.4750, -4.1244], [3.7236, -2.9821, -4.3021], [4.6788, -2.9025, -3.1122], [6.1232, -3.0618, -3.6979], [4.4801, -4.0302, -2.0917], [2.2454, -0.4886, -2.5885], [3.2531, 0.6660, -4.0358], [1.9264, 0.1646, -1.3736], [2.2775, 1.4740, -1.2100], [1.9746, 1.9858, -0.0527], [2.5523, 3.7037, 0.1997], [3.7746, 3.7344, 1.0361], [1.2953, 1.2818, 0.9838], [0.9462, 1.9377, 2.2859], [-0.3508, 2.7457, 2.1597], [-1.2053, 2.4284, 3.1992], [0.9586, 0.0361, 0.8199], [1.2719, -0.5545, -0.3742], [2.7730, -3.5998, 0.8364], [3.0032, -1.9752, 1.5579], [2.9414, -3.3866, 2.5678], [0.8490, -1.8571, 2.4354], [0.5856, -3.5848, 2.4263], [-0.1515, -3.5900, 0.2925], [2.1146, -1.7137, -4.8822], [1.5344, -3.2322, -4.3585], [3.7111, -3.9951, -4.6948], [4.1707, -2.3747, -5.0868], [4.6721, -1.9293, -2.6294], [6.7230, -3.7683, -3.1391], [6.6088, -2.0880, -3.7052], [6.0694, -3.3528, -4.7432], [4.3355, -4.9706, -2.6130], [5.3897, -4.1046, -1.5010], [3.6864, -3.8323, -1.3798], [2.7430, 4.2448, -1.0847], [1.5115, 4.4632, 0.7646], [0.7902, 1.1807, 3.0458], [1.7676, 2.5588, 2.6359], [-0.1834, 3.8176, 2.2261], [-0.8564, 2.5372, 1.2181], [-5.0677, 3.2902, 3.4635], [-6.4540, 3.3147, 3.5290], [-7.1928, 2.2923, 2.9496], [-6.5451, 1.2479, 2.3033], [-5.1589, 1.2279, 2.2333], [-4.4195, 2.2492, 2.8147], [-4.4880, 4.0838, 3.9192], [-6.9585, 4.1300, 4.0319], [-8.2739, 2.3088, 3.0019], [-7.1216, 0.4494, 1.8539], [-4.6538, 0.4153, 1.7263], [-3.3400, 2.2369, 2.7646], [7.8819, 5.1380, 0.4439], [6.7238, 4.3724, 0.3928], [6.6650, 3.2677, -0.4454], [7.7581, 2.9314, -1.2332], [8.9118, 3.7021, -1.1862], [8.9743, 4.8052, -0.3464], [7.9327, 5.9968, 1.1013], [5.8709, 4.6297, 1.0013], [5.7639, 2.6695, -0.4807], [7.7108, 2.0674, -1.8845], [9.7626, 3.4425, -1.8035], [9.8745, 5.4056, -0.3076], [-6.7606, -2.6649, -2.7990], [-8.0641, -2.2746, -2.5257], [-8.9742, -2.1210, -3.5621], [-8.5801, -2.3547, -4.8724], [-7.2747, -2.7381, -5.1461], [-6.3645, -2.8945, -4.1097], [-6.0521, -2.7902, -1.9898], [-8.3712, -2.0904, -1.5042], [-9.9916, -1.8192, -3.3488], [-9.2907, -2.2372, -5.6803], [-6.9659, -2.9157, -6.1683], [-5.3498, -3.1933, -4.3222], [-2.3797, 6.1601, 8.4872], [-3.4884, 5.3446, 8.3070], [-3.5221, 4.4411, 7.2539], [-2.4480, 4.3559, 6.3790], [-1.3425, 5.1764, 6.5549], [-1.3074, 6.0777, 7.6098], [-2.3513, 6.8606, 9.3119], [-4.3266, 5.4128, 8.9884], [-4.3851, 3.8024, 7.1139], [-2.4725, 3.6487, 5.5589], [-0.5068, 5.1127, 5.8694], [-0.4444, 6.7162, 7.7484]], "forces_ev_per_a": [[-0.263, 0.033, 0.592], [-0.154, 0.083, -0.406], [0.280, 0.035, 0.402], [-0.231, 0.145, -0.110], [-0.132, -0.339, -0.108], [-0.231, 0.814, 0.078], [1.293, -1.183, 0.320], [-0.561, 0.378, 0.273], [-0.360, 0.380, -0.233], [0.180, -0.209, 0.187], [-0.075, -0.087, 0.167], [-0.098, 0.235, -0.100], [-0.473, 0.634, -0.091], [0.180, -0.266, 0.075], [0.064, 0.049, -0.192], [0.255, -0.837, -0.399], [-0.019, -0.090, 0.055], [-0.084, 0.273, 0.238], [0.081, 0.358, 0.017], [-0.043, -0.276, -0.121], [0.132, 0.482, -0.263], [-0.317, 0.621, 0.121], [1.092, -1.076, -0.402], [-0.663, 0.677, -0.147], [0.255, 0.694, 0.058], [0.177, -0.057, -0.257], [-0.125, -0.228, 0.155], [0.377, -0.026, -0.748], [-0.334, -0.454, 0.495], [-0.298, 0.971, -0.301], [1.044, 0.114, 0.320], [-0.146, -0.046, 0.153], [0.174, -0.519, 0.271], [-0.070, 0.295, -0.101], [0.169, 0.195, 0.057], [-0.094, -0.124, 0.187], [0.166, 0.022, -0.348], [-0.209, -0.008, 0.566], [0.045, -0.076, -0.198], [0.166, 0.056, -0.301], [0.146, -0.086, 0.043], [-0.040, 0.111, 0.161], [0.049, -0.182, 0.066], [0.006, -0.156, -0.151], [-0.080, 0.229, -0.070], [0.082, -0.180, 0.056], [-0.024, -0.241, 0.142], [-0.034, 0.107, -0.133], [-0.399, 0.127, 0.125], [0.159, -0.083, 0.033], [0.249, 0.023, 0.101], [0.133, -0.357, -0.074], [-0.198, -0.200, 0.079], [0.055, -0.121, 0.181], [-0.353, -0.183, -0.032], [-0.358, -0.229, -0.080], [-0.326, -0.175, -0.255], [-0.100, -0.242, -0.029], [0.106, 0.139, -0.014], [0.103, 0.132, -0.031], [-0.173, -0.124, -0.015], [0.009, 0.046, 0.021], [-0.009, -0.007, 0.011], [0.003, -0.007, -0.002], [0.001, 0.008, 0.001], [-0.023, 0.000, 0.000], [-0.016, -0.023, -0.049], [-0.019, 0.017, 0.001], [0.000, -0.001, 0.005], [-0.003, 0.000, 0.000], [-0.003, 0.001, -0.006], [0.005, -0.007, 0.007], [-0.047, -0.037, 0.018], [0.013, -0.041, -0.058], [0.156, 0.093, 0.019], [0.019, -0.022, -0.050], [-0.014, 0.012, 0.002], [0.014, -0.011, -0.011], [-0.007, 0.020, 0.017], [-0.001, 0.006, -0.001], [-0.049, -0.045, 0.015], [-0.018, 0.007, 0.034], [0.000, 0.002, -0.006], [0.004, -0.004, 0.004], [0.003, -0.003, 0.000], [0.006, 0.006, 0.000], [-0.002, -0.006, 0.010], [-0.004, 0.002, -0.003], [0.000, 0.005, -0.002], [-0.005, -0.003, -0.001], [-0.083, 0.027, 0.030], [0.005, 0.006, 0.000], [-0.004, -0.007, 0.003], [-0.003, 0.001, 0.001], [-0.001, 0.006, -0.002], [0.000, -0.006, -0.003], [-0.076, 0.046, -0.019], [-0.003, 0.004, -0.004], [0.000, 0.000, 0.006], [-0.017, 0.004, -0.001], [-0.004, -0.031, -0.063], [0.000, 0.006, 0.003], [0.003, 0.006, 0.000], [-0.004, 0.008, -0.002], [0.002, -0.005, 0.008], [0.001, -0.005, -0.007], [0.011, -0.008, 0.003], [0.006, -0.011, 0.004], [0.004, 0.000, 0.002]], "lowdin_charge": [-0.07, -0.16, -0.29, 0.00, -0.06, -0.13, 0.80, -0.25, -0.26, -0.46, 0.14, 0.15, -0.38, 0.18, 0.15, -0.54, 0.18, 0.19, 0.17, -0.22, -0.18, -0.18, -0.40, -0.06, -0.06, -0.53, 1.01, -0.25, 0.10, -0.30, 0.77, -0.42, -0.25, -0.10, -0.19, -0.06, 0.23, -0.12, 0.05, 0.07, 0.08, 0.10, 0.12, 0.10, 0.06, 0.08, 0.12, 0.09, 0.11, 0.07, 0.07, 0.07, 0.09, 0.08, 0.04, 0.03, 0.01, 0.13, 0.11, 0.10, 0.13, -0.10, -0.10, -0.10, -0.10, -0.09, -0.09, 0.09, 0.10, 0.10, 0.10, 0.10, 0.07, -0.09, -0.10, -0.10, -0.10, -0.10, -0.10, 0.10, 0.07, 0.08, 0.10, 0.10, 0.10, -0.09, -0.10, -0.10, -0.10, -0.09, -0.09, 0.10, 0.10, 0.10, 0.10, 0.10, 0.07, -0.10, -0.10, -0.09, -0.10, -0.10, -0.10, 0.10, 0.10, 0.10, 0.09, 0.10, 0.10], "smiles": "CC[C@@H](F)c1c(S(=O)(=O)C(F)(F)C(F)(F)C(F)(F)F)c(CCC(C)C)c(I)c2nc([PH2]=O)c(CCF)nc12.c1ccccc1.c1ccccc1.c1ccccc1.c1ccccc1", "charge": 0, "lumo_ev": -1.74, "homo_energy_ev": -9.083, "homo_lumo_gap_ev": 7.34}

2.
{"formula": "C3H4N2", "method": "ωB97M-V with the def2-TZVPD basis set", "elements": ["C", "C", "N", "C", "N", "H", "H", "H", "H"], "coordinates": [[-1.0952, 0.3921, -0.1953], [-0.5889, -0.1604, 0.9694], [0.7149, -0.4388, 0.6843], [0.9851, -0.1163, -0.6257], [-0.0939, 0.4810, -1.0875], [-2.0927, 0.6342, -0.5271], [-1.0508, -0.2236, 1.9369], [1.2474, -0.9449, 1.3688], [1.8133, -0.6883, -1.0143]], "forces_ev_per_a": [[0.707, -0.110, 0.864], [-0.785, 0.904, -0.887], [-0.485, -0.568, 1.021], [-1.416, -0.325, 2.305], [0.964, -0.909, -2.723], [-0.004, 0.343, 0.522], [0.194, -0.361, 0.149], [0.563, -0.035, -0.317], [0.260, 1.061, -0.935]], "lowdin_charge": [-0.17, -0.12, 0.01, -0.19, 0.02, 0.09, 0.10, 0.14, 0.11], "smiles": "c1c[nH]cn1", "charge": 0, "lumo_ev": 0.92, "homo_energy_ev": -8.751, "homo_lumo_gap_ev": 9.67, "e_above_lowest_kj_mol": 58.44}

3.
{"formula": "C33H38N7O3PScSe", "method": "ωB97M-V with the def2-TZVPD basis set", "elements": ["Sc", "N", "C", "C", "C", "C", "N", "C", "N", "N", "C", "O", "O", "H", "H", "H", "H", "H", "H", "H", "H", "H", "H", "H", "H", "H", "H", "O", "N", "C", "C", "C", "C", "C", "C", "C", "P", "C", "C", "C", "C", "C", "C", "C", "C", "C", "C", "C", "C", "H", "H", "H", "H", "H", "H", "H", "H", "H", "H", "H", "H", "H", "H", "H", "H", "C", "N", "C", "Se", "N", "C", "C", "C", "C", "C", "C", "H", "H", "H", "H", "H", "H", "H", "H"], "coordinates": [[0.1388, -0.2663, 0.2667], [2.5428, 0.0788, -0.0489], [2.6668, 1.0196, -1.2087], [3.9476, 1.8667, -1.0884], [4.1164, 3.1280, -1.9571], [3.5684, 3.1058, -3.3870], [3.8861, 1.8898, -4.1136], [3.0293, 1.0713, -4.7018], [1.7063, 1.2510, -4.6285], [3.4824, -0.0368, -5.2959], [1.3035, 1.7818, -1.3339], [1.2152, 2.9196, -1.7190], [0.2970, 1.0196, -1.0532], [2.9639, 0.5507, 0.7650], [3.1461, -0.7356, -0.2133], [2.7145, 0.4029, -2.1171], [4.7913, 1.1950, -1.2748], [4.0287, 2.2062, -0.0507], [5.1860, 3.3427, -1.9739], [3.6146, 3.9624, -1.4683], [3.9834, 3.9639, -3.9216], [2.4915, 3.2392, -3.3395], [4.8737, 1.7013, -4.2195], [1.3117, 2.1028, -4.2628], [1.0972, 0.6749, -5.1839], [4.4675, -0.1898, -5.4378], [2.8643, -0.6152, -5.8419], [-2.3024, -0.1292, -0.8936], [-2.0813, 0.0973, 0.4687], [-2.8777, 0.8914, 1.0823], [-2.8149, 1.2126, 2.4863], [-3.9457, 1.8597, 3.0112], [-4.0895, 2.0687, 4.3677], [-3.0894, 1.6576, 5.2361], [-1.9147, 1.1136, 4.7335], [-1.7563, 0.8840, 3.3708], [-0.1080, 0.2862, 2.8049], [1.0311, 1.6342, 3.2777], [1.5917, 1.7549, 4.5473], [2.4863, 2.7789, 4.8022], [2.8173, 3.6890, 3.8098], [2.2584, 3.5768, 2.5440], [1.3726, 2.5482, 2.2754], [0.3058, -1.0964, 3.9064], [1.6601, -1.3811, 4.0997], [2.0314, -2.4639, 4.8740], [1.0561, -3.2851, 5.4217], [-0.2880, -3.0355, 5.1855], [-0.6717, -1.9438, 4.4250], [-3.0165, 0.4553, -1.2370], [-3.7312, 1.3119, 0.5406], [-4.7232, 2.1919, 2.3394], [-4.9785, 2.5492, 4.7430], [-3.2204, 1.7666, 6.3000], [-1.1235, 0.8480, 5.4222], [1.3513, 1.0498, 5.3288], [2.9168, 2.8748, 5.7860], [3.5097, 4.4862, 4.0282], [2.5049, 4.2913, 1.7709], [0.9117, 2.4535, 1.2865], [2.4118, -0.7337, 3.6608], [3.0783, -2.6642, 5.0450], [1.3492, -4.1263, 6.0284], [-1.0381, -3.6942, 5.5947], [-1.7205, -1.7410, 4.2469], [-0.9702, -3.0413, -3.3900], [-1.8857, -3.0005, -2.2827], [-1.5794, -2.9508, -0.9844], [0.1387, -2.8106, -0.2465], [-2.7081, -2.9242, -0.2531], [-3.7941, -2.9173, -1.1045], [-5.1605, -2.8325, -0.8807], [-5.9729, -2.7716, -1.9978], [-5.4454, -2.8122, -3.2926], [-4.0866, -2.9123, -3.5214], [-3.2630, -2.9568, -2.4054], [0.0517, -3.0851, -3.0128], [-1.1088, -2.1531, -4.0083], [-1.1562, -3.9273, -3.9982], [-2.7486, -3.0137, 0.7534], [-5.5677, -2.8223, 0.1163], [-7.0396, -2.6858, -1.8720], [-6.1155, -2.7638, -4.1352], [-3.6843, -2.9464, -4.5191]], "forces_ev_per_a": [[-0.209, -1.374, 0.585], [0.094, -0.026, 0.225], [-0.310, 0.325, 0.059], [-0.297, 0.036, -0.153], [-0.191, -0.183, -0.033], [-0.041, 0.592, 0.313], [0.191, -0.127, -0.128], [0.166, -0.196, 0.132], [-0.030, 0.136, 0.035], [-0.001, -0.134, -0.200], [1.768, 0.570, -0.512], [-0.159, -0.120, 0.156], [-0.767, 0.641, -0.689], [-0.254, -0.219, -0.240], [-0.341, 0.229, 0.108], [-0.077, 0.054, 0.189], [-0.075, -0.028, 0.128], [0.074, -0.099, -0.005], [-0.023, 0.129, -0.011], [0.125, 0.067, -0.065], [-0.064, -0.116, -0.070], [0.196, 0.002, -0.095], [-0.085, -0.151, -0.149], [0.047, 0.028, -0.037], [0.014, 0.022, -0.039], [0.019, 0.058, -0.010], [0.048, 0.052, -0.010], [-0.494, 0.200, -0.143], [0.037, 0.398, -0.229], [-0.112, -0.229, -0.325], [0.197, 0.244, 0.978], [0.243, -0.184, -0.318], [0.132, -0.011, 0.164], [-0.145, 0.047, -0.186], [0.006, -0.126, -0.232], [-0.011, -0.119, -0.330], [-0.036, 0.620, 1.332], [-0.026, -0.260, -0.340], [-0.084, 0.014, -0.148], [-0.059, 0.076, 0.068], [-0.030, -0.029, -0.082], [0.040, 0.113, -0.098], [-0.196, -0.309, -0.023], [0.031, -0.052, -0.435], [-0.155, 0.105, -0.089], [0.026, -0.022, -0.047], [0.012, 0.007, -0.026], [0.006, -0.052, 0.011], [0.083, 0.162, -0.077], [0.469, -0.236, 0.266], [0.115, -0.072, -0.025], [-0.137, -0.048, -0.081], [-0.098, 0.024, 0.066], [0.046, 0.105, 0.150], [0.036, -0.001, -0.010], [-0.024, -0.067, 0.056], [0.074, 0.013, 0.110], [0.076, 0.100, -0.006], [0.015, 0.058, -0.006], [0.122, 0.191, 0.182], [0.052, -0.053, 0.107], [0.059, -0.054, 0.047], [0.009, -0.117, 0.081], [-0.067, -0.044, 0.074], [-0.023, -0.015, 0.063], [0.445, -0.054, -0.453], [-0.116, 0.057, 0.730], [0.122, 0.176, 0.439], [0.284, -0.492, 0.023], [0.261, -0.317, -0.208], [-0.158, -0.001, -0.845], [0.056, -0.031, -0.058], [0.103, 0.000, 0.090], [0.113, -0.003, -0.034], [0.064, -0.005, 0.078], [-0.915, 0.036, 0.457], [-0.155, 0.040, -0.039], [0.033, -0.015, 0.026], [-0.049, 0.030, 0.071], [0.204, 0.089, -0.159], [-0.103, 0.019, 0.152], [-0.132, -0.042, 0.036], [-0.090, -0.010, -0.088], [0.024, -0.023, -0.198]], "lowdin_charge": [0.69, 0.03, -0.25, -0.12, -0.15, -0.14, 0.11, -0.43, 0.23, 0.21, -0.56, 0.12, -0.13, 0.10, 0.12, 0.14, 0.13, 0.12, 0.12, 0.12, 0.14, 0.09, 0.18, 0.12, 0.13, 0.14, 0.13, -0.06, -0.10, -0.03, -0.19, 0.00, -0.02, -0.01, -0.06, -0.26, 1.06, -0.36, -0.07, -0.03, -0.04, -0.06, -0.11, -0.38, -0.11, -0.05, -0.04, -0.05, -0.08, 0.14, 0.16, 0.13, 0.13, 0.13, 0.12, 0.11, 0.12, 0.12, 0.12, 0.09, 0.11, 0.12, 0.12, 0.12, 0.11, 0.00, -0.06, -0.67, 0.76, 0.13, -0.18, 0.01, -0.04, -0.04, 0.02, -0.15, 0.06, 0.11, 0.12, 0.17, 0.12, 0.12, 0.12, 0.12], "charge": 3, "lumo_ev": -8.09, "homo_energy_ev": -15.773, "homo_lumo_gap_ev": 7.68, "e_above_lowest_kj_mol": 89.31}

- What is the formula in the third record?
  C33H38N7O3PScSe

- What is the charge in the second record?
  0